20
Properties=species:S:1:pos:R:3:forces:R:3:mulliken_spin:R:1 method="wB97M-V/def2-TZVPD" relative_energy_ev=0.849 total_charge=-1 spin_multiplicity=2 e_tot_ha=-311.198251
C 3.3121 2.5810 -0.7556 -1.64 0.68 0.56 0.0695
C 1.8683 2.1565 -0.3705 0.60 -0.73 1.75 -0.0246
C 1.6377 0.6289 -0.3372 0.23 0.23 -1.81 0.1993
C 0.1183 0.3263 -0.3845 1.97 -0.42 -0.06 0.8982
H 3.2721 3.5650 -1.2162 0.12 0.00 -0.54 -0.0076
H 3.7489 1.8364 -1.4118 0.49 0.11 0.11 -0.0233
H 3.8115 2.8011 0.1887 0.67 -0.69 -0.23 -0.0226
H 1.0513 2.6192 -0.9167 0.18 0.01 -0.48 -0.0287
H 1.7205 2.4767 0.6711 -0.18 0.29 -0.17 -0.0109
H 2.1883 0.0151 0.3770 -0.21 0.66 0.86 -0.1496
H 2.1662 0.2643 -1.2433 -0.75 -0.08 -0.15 -0.0200
H 0.0407 -0.7554 -0.2846 -0.72 0.04 0.12 -0.5549
H -0.2343 0.6361 -1.3643 -0.40 0.04 0.05 -0.0212
H -0.3637 0.8775 0.4165 -0.38 -0.17 0.02 0.0132
H -6.6330 -1.2190 -0.1857 0.26 -0.30 0.24 -0.1994
H -6.3070 0.2099 -0.0670 0.18 0.69 -0.01 -0.1773
O -6.0586 -0.6272 0.3234 -0.42 -0.40 -0.20 0.6091
H -2.1772 -6.4553 2.7873 0.08 0.16 -0.16 -0.2778
H -1.2978 -5.5870 1.8973 0.53 0.92 0.01 -0.4245
O -1.8642 -6.3502 1.8760 -0.62 -1.02 0.10 1.1531


22
Properties=species:S:1:pos:R:3:forces:R:3:lowdin_charge:R:1 method="wB97M-V/def2-TZVPD" relative_energy_ev=5.842 e_tot_ha=-1107.435492
C -1.1350 0.7815 1.6433 -2.22 -1.78 -1.04 -0.3445
C -1.1224 -0.7666 1.9364 0.61 0.72 2.27 -0.1911
C -1.1806 1.0170 0.1305 -3.60 -0.95 -0.07 -0.5465
S -2.3901 -0.2229 -0.7298 2.13 2.29 0.68 0.6717
S 1.7233 -0.1214 0.8021 1.01 0.87 -1.56 0.7462
C 2.9311 0.5612 -0.4489 0.46 0.75 0.96 -0.4489
H -2.1304 1.0262 2.0064 -0.03 0.75 0.17 0.0910
H -0.4116 1.4830 2.0396 0.44 -0.56 0.61 0.0896
H -0.2199 -1.1905 1.5364 0.20 -0.62 0.15 -0.0383
H -1.2304 -0.9885 3.0332 0.95 0.57 -0.61 0.0875
H -1.9584 -1.3816 1.6355 -0.36 0.65 -1.00 0.0311
H -1.5933 2.0252 -0.1245 0.34 -0.62 0.05 0.0877
H -0.2056 1.0467 -0.3432 1.44 -0.77 -0.61 0.0219
H 3.6217 1.3261 0.0864 -1.29 -1.26 -1.09 0.0483
H 3.5525 -0.2350 -0.9251 -0.66 0.41 0.52 0.0402
H 2.3316 1.0378 -1.2648 0.42 -0.29 0.59 0.0313
H -0.8395 -1.7691 -1.0093 2.02 -1.01 -0.88 0.0028
H 0.5701 -1.4348 -0.6201 0.66 -0.39 -0.07 -0.0725
O 0.1424 -1.9744 -1.3165 -2.75 0.48 1.75 -0.1319
H 0.0747 -0.7540 -2.2862 0.19 0.54 -0.86 -0.0616
H -0.7215 0.4901 -2.9105 2.08 -1.11 0.07 0.0386
O 0.1913 0.0439 -2.8708 -2.01 1.33 -0.02 -0.1526


21
Properties=species:S:1:pos:R:3:forces:R:3:lowdin_charge:R:1 method="wB97M-V/def2-TZVPD" relative_energy_ev=1.508 e_tot_ha=-386.471349
C -0.2932 0.3792 -0.7794 0.61 -1.15 0.56 -0.0186
C 0.9843 0.1387 -0.5020 0.79 1.18 0.94 -0.1767
C 1.8747 1.1036 0.2779 -0.46 -0.62 -0.01 -0.2830
C 1.3434 2.5086 0.4968 0.67 -0.67 0.00 -0.1238
H -0.8851 -0.4346 -1.1764 -0.27 0.28 -0.23 0.0454
H -0.7582 1.2505 -0.3403 -0.16 0.23 -0.54 0.0470
H 1.5406 -0.7861 -0.6027 -0.59 -0.35 -0.79 0.0943
H 2.8819 1.1253 -0.1442 -0.04 -0.07 -0.10 0.1018
H 1.9568 0.5966 1.2508 0.32 0.21 0.01 0.1099
H 1.2305 3.0147 -0.4605 -0.32 0.15 0.11 0.0799
H 2.0895 3.0334 1.0930 -0.23 0.27 0.05 0.0707
H 0.4217 2.4096 1.0586 -0.27 0.54 -0.03 0.0656
O -3.5427 -0.4422 -0.3640 -1.49 -0.76 -0.62 -0.0414
H -3.3410 0.4418 -0.6563 0.80 0.14 0.39 0.0399
H -2.9384 -0.8645 0.2381 0.64 0.60 0.18 0.0442
O 5.2252 -4.5159 -0.6306 -0.15 -0.93 -0.34 -0.0444
H 5.3579 -3.6273 -0.3480 0.18 1.07 0.26 0.0120
H 5.0189 -4.9950 0.1744 -0.03 -0.14 0.07 0.0323
O -6.3351 -0.3320 0.6615 0.30 -0.38 -0.38 -0.0750
H -6.2484 0.6197 0.6400 -0.09 0.32 0.09 0.0178
H -5.5834 -0.6240 0.1131 -0.22 0.07 0.35 0.0022


21
Properties=species:S:1:pos:R:3:forces:R:3:lowdin_charge:R:1 method="wB97M-V/def2-TZVPD" relative_energy_ev=1.307 e_tot_ha=-386.478739
C -0.7583 1.6558 -1.7177 0.26 -1.32 -0.32 -0.0980
C -1.5832 0.7404 -0.8282 0.14 -0.29 -0.61 -0.1962
C -1.3955 0.5627 0.4743 0.68 -0.93 0.14 -0.1884
C -2.2828 -0.1680 1.4438 0.97 -0.76 -0.36 -0.0995
H -0.9876 1.4378 -2.7631 -0.40 0.45 0.02 0.0656
H -0.9571 2.6895 -1.4590 0.12 0.14 -0.20 0.0715
H 0.3128 1.4356 -1.7043 0.09 0.26 0.61 0.0624
H -2.3048 0.1044 -1.3450 -0.79 0.77 0.20 0.0978
H -0.3512 0.6358 0.7975 -0.34 1.29 0.47 0.0931
H -1.6343 -0.9302 1.8937 -0.31 -0.12 0.13 0.0729
H -3.1111 -0.6710 0.9506 -0.22 0.13 0.02 0.0690
H -2.6272 0.4332 2.2806 -0.13 0.30 -0.15 0.0699
O 2.2683 -0.1208 -0.2445 0.46 0.26 0.16 -0.0575
H 3.1571 -0.4670 -0.4281 -0.55 0.06 0.02 0.0710
H 1.6371 -0.7433 -0.6163 0.03 -0.45 -0.29 0.0055
O 0.5665 -2.1456 -1.7656 -0.98 -0.38 0.42 -0.0514
H 0.2272 -3.0190 -1.5056 0.71 0.00 -0.13 0.0610
H -0.2634 -1.6604 -1.6442 0.23 0.57 -0.18 0.0319
O 2.0655 0.1069 2.5957 -0.65 1.09 -0.06 -0.0940
H 2.0278 0.0223 1.6289 0.27 -0.25 -0.10 -0.0298
H 1.6769 1.0009 2.7108 0.41 -0.81 0.21 0.0430